Density functional theory data (wB97M-V/def2-TZVPD) for a cluster of 2 separate species, C22H24NO5S in total in a non-equilibrium geometry.

Geometry as XYZ:
```
53
Properties=species:S:1:pos:R:3:nbo_charge:R:1
C 1.36 -1.60 3.79 -0.623
C -0.02 -1.37 3.25 -0.070
O -0.15 0.05 3.02 -0.556
C -1.41 0.44 2.68 0.760
C -1.33 1.78 2.12 -0.456
C -2.38 2.27 1.25 0.539
O -3.53 1.89 1.17 -0.690
C -1.76 3.41 0.40 -0.500
C -0.40 3.68 1.03 -0.394
C -0.03 2.44 1.87 -0.389
O -2.39 -0.25 2.88 -0.687
H 1.45 -2.64 4.11 0.194
H 2.11 -1.40 3.02 0.204
H 1.58 -0.96 4.66 0.213
H -0.17 -1.89 2.30 0.173
H -0.80 -1.70 3.96 0.185
H -1.66 3.06 -0.64 0.195
H -2.40 4.30 0.39 0.204
H 0.38 3.95 0.31 0.185
H -0.53 4.51 1.73 0.187
H 0.48 2.73 2.80 0.183
H 0.66 1.78 1.31 0.170
C -9.09 0.84 1.65 -0.628
C -8.04 1.52 2.48 -0.004
C -6.91 2.04 1.86 -0.217
C -5.98 2.77 2.59 -0.074
C -6.12 2.90 3.96 -0.376
S -4.97 3.92 4.88 2.281
N -3.65 2.87 5.01 -0.671
C -2.51 3.27 5.45 0.178
C -1.55 2.31 5.99 -0.043
C -0.56 2.69 6.92 -0.207
C 0.27 1.72 7.49 -0.237
C 0.13 0.38 7.12 -0.202
C -0.88 -0.01 6.22 -0.206
C -1.71 0.96 5.66 -0.172
O -4.59 5.03 4.05 -0.942
O -5.55 4.13 6.18 -0.943
C -7.23 2.34 4.61 -0.162
C -8.19 1.66 3.86 -0.243
H -9.87 0.41 2.28 0.205
H -9.56 1.57 0.97 0.215
H -8.67 0.05 1.02 0.221
H -6.75 1.89 0.79 0.219
H -5.12 3.21 2.09 0.263
H -2.25 4.34 5.59 0.172
H -0.49 3.74 7.21 0.207
H 1.03 2.00 8.21 0.206
H 0.80 -0.38 7.52 0.205
H -1.04 -1.05 5.97 0.215
H -2.52 0.68 4.98 0.278
H -7.33 2.44 5.69 0.232
H -9.06 1.24 4.35 0.201
```

Calculated values
HOMO energy in Eh: -0.124
Orbital gap in eV: 5.889
E_LUMO in eV: 2.519
Spin multiplicity: 1
Net charge: -1



Density functional theory data (wB97M-V/def2-TZVPD) for a structure of composition C22H24O4OsPSSe2.

Geometry as XYZ:
```
55
Properties=species:S:1:pos:R:3:mulliken_spin:R:1
Os 0.33 -1.45 0.28 2.570
C 3.75 -4.18 -1.44 -0.023
Se 2.64 -2.78 -2.18 0.831
C 0.99 -3.82 -2.28 0.045
C -0.22 -3.08 -2.81 0.010
Se -0.54 -1.28 -2.05 -0.008
C -2.48 -1.40 -2.01 0.019
H 3.17 -4.69 -0.67 0.008
H 4.63 -3.70 -1.02 0.001
H 4.02 -4.86 -2.25 0.024
H 0.85 -4.19 -1.26 -0.024
H 1.24 -4.67 -2.93 0.011
H -1.10 -3.68 -2.58 0.006
H -0.17 -2.94 -3.89 -0.005
H -2.83 -1.45 -3.03 -0.003
H -2.83 -0.49 -1.53 -0.003
H -2.78 -2.27 -1.43 0.000
O 1.11 -1.99 2.10 0.098
S 2.08 -2.96 1.38 -0.031
O 3.21 -3.35 2.15 0.012
O 1.26 -4.00 0.78 0.058
O 2.45 -2.00 0.19 0.148
C 3.56 0.95 0.66 0.006
C 2.60 0.92 1.67 0.085
C 1.26 1.06 1.36 0.027
C 0.85 1.23 0.02 0.039
C 1.83 1.23 -0.98 0.036
C 3.17 1.10 -0.66 0.024
P -0.89 1.57 -0.49 -0.006
C -1.16 3.32 -0.08 0.001
C -2.03 4.03 -0.91 0.000
C -2.33 5.35 -0.63 0.001
C -1.76 5.98 0.46 0.000
C -0.88 5.29 1.28 0.002
C -0.58 3.96 1.01 0.005
C -1.79 0.66 0.80 0.042
C -2.91 1.17 1.43 -0.024
C -3.63 0.39 2.34 0.069
C -3.20 -0.90 2.64 -0.039
C -2.05 -1.40 2.04 0.045
C -1.35 -0.65 1.09 -0.057
H 4.60 0.84 0.91 -0.001
H 2.90 0.78 2.70 0.003
H 0.52 1.06 2.15 -0.029
H 1.52 1.37 -2.01 0.003
H 3.91 1.13 -1.45 0.000
H -2.47 3.54 -1.77 0.000
H -3.01 5.90 -1.28 0.000
H -1.98 7.02 0.67 0.000
H -0.42 5.78 2.12 0.000
H 0.10 3.43 1.66 -0.002
H -3.23 2.19 1.23 0.002
H -4.50 0.79 2.82 0.004
H -3.74 -1.49 3.36 -0.002
H -1.68 -2.38 2.33 0.027
```

Calculated values
HOMO energy (spin up / spin down) in Eh: -0.404 / -0.408
Orbital gap (spin up / spin down) in eV: 8.158 / 5.326
⟨S²⟩: 6.03
Energy above the lowest of the compared OMol25 structures with the same formula, charge and spin in kJ/mol: 0.0
E_LUMO (spin up / spin down) in eV: -2.833 / -5.780
Spin multiplicity: 5
Net charge: +1